Arrangement i

Molecular formula: C4H10NO
Method: DFT, wB97M-V/def2-TZVPD

Each line ends with the Löwdin charge.
Geometry (Å):
C1 -0.8770 -0.7320 1.1346  0.015
C2 0.0305 0.3427 0.5716  0.103
C3 -0.7024 1.3029 -0.3421  -0.017
C4 -1.3033 0.4069 -1.4379  -0.009
O1 -2.4025 0.5531 -1.9012  0.456
N1 2.6033 -0.7840 -0.0351  0.192
H1 -0.4270 -1.1135 2.0475  0.120
H2 -1.8722 -0.3497 1.4064  0.149
H3 -1.0895 -1.5513 0.4312  0.136
H4 0.8441 0.6594 1.2236  0.148
H5 -1.5622 1.8080 0.1164  0.181
H6 -0.1994 2.1471 -0.8445  0.183
H7 -0.6666 -0.4233 -1.8009  0.220
H8 3.4308 -0.5761 -0.5861  0.089
H9 2.1712 -1.6819 -0.1967  0.068
H10 2.0224 -0.0084 0.2130  -0.033

Values from the calculation:
Multiplicity: 2
Orbital gap (alpha / beta) (eV): 5.86 / 4.11
Total charge: +2
⟨S²⟩: 0.759
Lowest unoccupied orbital energy (alpha / beta) (Ha): -0.46932 / -0.53278

---

Arrangement ii

Molecular formula: C4H10NO
Method: DFT, wB97M-V/def2-TZVPD

Each line ends with the Löwdin charge.
Geometry (Å):
O1 1.4841 0.4187 -0.2223  0.274
C1 0.3027 0.4659 0.1893  -0.069
C2 -0.5852 -0.5867 -0.1518  0.115
C3 -2.0252 -0.5373 0.2802  -0.190
C4 -2.3900 -1.5988 1.3349  -0.040
N1 3.8899 2.0762 -1.6406  0.531
H1 0.0120 1.3873 0.7189  0.202
H2 -0.1718 -1.5546 -0.5320  0.174
H3 -2.1407 0.4394 0.7611  0.121
H4 -2.6485 -0.5727 -0.6168  0.153
H5 -1.9227 -1.4369 2.3017  0.094
H6 -2.1554 -2.6117 1.0251  0.089
H7 -3.4822 -1.5946 1.4024  0.107
H8 3.7692 1.8433 -2.6334  0.171
H9 4.7674 2.3425 -1.1966  0.165
H10 3.2964 1.5198 -1.0201  0.104

Values from the calculation:
Multiplicity: 2
Orbital gap (alpha / beta) (eV): 5.75 / 6.50
Total charge: +2
⟨S²⟩: 1.763
Lowest unoccupied orbital energy (alpha / beta) (Ha): -0.48468 / -0.47568

---

Of them, arrangement i has the lowest stability.

---

Arrangement i

Molecular formula: C3H12N4
Method: DFT, wB97M-V/def2-TZVPD

Each line ends with the Löwdin charge.
Geometry (Å):
C1 0.3277 -0.5985 0.1824  -0.375
C2 -0.1351 -1.4836 1.1553  -0.028
C3 0.3143 -0.9536 -1.2832  0.021
N1 -1.5555 0.5628 0.1888  0.218
N2 1.1607 0.3939 0.5252  0.026
N3 -1.8590 1.7864 0.0226  0.277
N4 1.7475 1.2583 -0.3818  0.128
H1 0.5381 -2.3281 1.3191  0.149
H2 -1.0172 -2.1087 0.9307  0.134
H3 -0.3416 -1.1321 2.1083  0.090
H4 1.2942 -0.9794 -1.6755  0.090
H5 -0.0155 -0.0401 -1.7768  0.094
H6 -0.3108 -1.8265 -1.6129  0.142
H7 -2.0838 -0.1606 -0.3148  0.161
H8 1.3366 0.4815 1.5415  0.210
H9 -2.5980 2.1554 -0.5986  0.207
H10 -1.3643 2.3687 0.7014  0.185
H11 2.3421 1.8469 0.1546  0.116
H12 2.2197 0.7573 -1.1862  0.155

Values from the calculation:
Orbital gap (alpha / beta) (eV): 6.94 / 6.95
Total charge: +2
Lowest unoccupied orbital energy (alpha / beta) (Ha): -0.41868 / -0.41862

---

Arrangement ii

Molecular formula: C3H12N4
Method: DFT, wB97M-V/def2-TZVPD

Each line ends with the Löwdin charge.
Geometry (Å):
C1 -0.3497 0.4497 0.9874  -0.181
C2 -0.5587 1.9987 0.9620  -0.006
C3 -0.2200 -0.9785 -2.9733  0.052
N1 0.5225 0.1130 1.9061  -0.046
N2 0.4753 -0.0092 -0.8215  0.198
N3 0.7826 -1.1045 2.4668  0.086
N4 0.1258 -0.9922 -1.5585  0.006
H1 -1.3186 -0.1128 0.6247  0.194
H2 0.3447 2.5125 1.2689  0.096
H3 -1.3294 2.1404 1.6888  0.099
H4 -0.8839 2.3663 -0.0230  0.095
H5 -1.2025 -1.5611 -3.1025  0.169
H6 -0.0408 -0.0399 -3.4001  0.096
H7 0.5305 -1.6819 -3.3264  0.131
H8 1.2363 0.9024 2.0391  0.223
H9 0.3638 1.0203 -1.2822  0.217
H10 1.4394 -1.2301 3.3656  0.213
H11 -0.0206 -1.8031 2.5057  0.157
H12 0.1033 -1.9901 -1.3276  0.201

Values from the calculation:
Orbital gap (alpha / beta) (eV): 6.67 / 6.67
Total charge: +2
Lowest unoccupied orbital energy (alpha / beta) (Ha): -0.39967 / -0.39963

---

Of them, arrangement ii has the lowest stability.

---

Arrangement i

Molecular formula: C2H6NO
Method: DFT, wB97M-V/def2-TZVPD

Each line ends with the Löwdin charge.
Geometry (Å):
C1 1.9146 0.5523 0.0181  0.010
C2 -0.5195 0.5681 -0.0322  -0.013
N1 -0.5605 -0.8197 0.0375  0.096
O1 2.1802 -0.5821 -0.0109  0.066
H1 2.5695 1.5462 -0.0973  0.171
H2 -0.4333 1.1212 0.8410  0.051
H3 -0.4778 1.0964 -1.0355  0.119
H4 -0.9754 -1.1274 0.8544  0.144
H5 0.3810 -1.3115 -0.1067  0.154
H6 -0.8606 -1.2713 -0.8552  0.203

Values from the calculation:
Orbital gap (alpha / beta) (eV): 8.55 / 8.91
Total charge: +1
Lowest unoccupied orbital energy (alpha / beta) (Ha): -0.18194 / -0.17708

---

Arrangement ii

Molecular formula: C2H6NO
Method: DFT, wB97M-V/def2-TZVPD

Each line ends with the Löwdin charge.
Geometry (Å):
C1 -0.8330 0.4668 -0.2030  -0.001
C2 -1.9904 -0.2707 0.0352  0.070
N1 2.1333 0.1208 0.0487  0.037
O1 0.1543 0.9926 -0.3100  0.311
H1 -2.0188 -1.1892 -0.5555  0.144
H2 -2.8992 0.3102 -0.1500  0.142
H3 -1.9894 -0.5600 1.0979  0.151
H4 2.4945 0.4142 -0.8539  0.051
H5 2.2813 -0.8776 0.1262  0.046
H6 2.6673 0.5928 0.7642  0.049

Values from the calculation:
Orbital gap (eV): 9.05
Total charge: +1
Lowest unoccupied orbital energy (Ha): -0.18481

---

Of them, arrangement i has the lowest stability.